Record 1
This record from the Open Molecules 2025 dataset describes a structure of composition C24H53N7O11P2S. The level of theory is wB97M-V/def2-TZVPD.

Summary:
M in g mol⁻¹: 709.74
Frontier orbital gap in eV: 9.23
LUMO in hartree: 0.0188

ORCA input file:
```
! wB97M-V def2-TZVPD RIJCOSX def2/J DEFGRID3
* xyz 0 1
S 6.23205 1.15112 6.89253
P -1.48089 -3.92712 -2.76807
P -0.88944 -1.93012 -0.92377
O -7.07707 -4.45305 -8.64700
O -1.64623 -3.30304 -1.27349
O 0.02042 -1.48925 -1.98326
O -2.40291 -3.34976 -3.75438
O 8.05735 3.10474 6.79826
O 11.22042 5.97160 9.42629
O -0.26192 -2.28316 0.46557
O -2.04511 -0.88466 -0.61321
O -10.77491 -1.31228 -7.97116
O -3.68568 -8.18140 -6.37612
O 5.08499 3.21115 2.76223
N 7.10853 4.75824 7.87710
N -6.84894 -2.24245 -8.33697
N -3.49269 -5.96180 -6.10356
N 6.24536 3.68260 7.89547
N 9.93296 6.51137 11.18069
N -11.89888 -1.91523 -6.13065
N 6.86852 3.15521 1.40570
C 1.74101 -0.62667 3.20027
C -11.77893 -1.20920 -7.28100
C -5.32545 -6.80534 -7.46916
C 7.92750 3.70454 0.58015
C 5.91654 3.82085 2.10592
C 10.63773 5.61872 10.43956
C 9.17546 6.27369 12.39412
C 6.83898 2.73726 7.24393
C 1.44839 -1.50419 1.97563
C -4.11052 -7.05981 -6.61359
C 3.88704 0.44585 5.67463
C 3.50673 0.90949 4.26568
C 5.93016 5.32972 2.04202
C 4.53253 1.59526 6.46185
C 8.15171 4.37506 7.23934
C -7.48400 -3.32071 -8.86851
C -3.85478 -4.56591 -6.27655
C -13.00474 -1.92471 -5.19173
C -8.69752 -3.04658 -9.71732
C -12.92359 -0.30427 -7.66959
C 10.65761 4.18373 10.91307
C 0.11803 -1.17402 1.33781
C -7.20614 -0.84295 -8.46991
C 3.21367 -0.21511 3.28187
H -2.68640 -6.17628 -5.54018
H -13.84152 -0.87678 -7.80496
H 2.21776 -1.35805 1.21670
H 9.03418 4.95883 7.05219
H -8.43133 -2.44255 -10.58624
H 11.25588 3.60566 10.21627
H 5.79457 5.67604 1.01705
H 8.12703 6.53509 12.24368
H 3.80115 -1.10620 3.50448
H -6.39187 -0.28569 -8.93771
H -0.67731 -1.06030 2.06915
H -8.09906 -0.73682 -9.07512
H -12.67007 0.18146 -8.60606
H -9.45063 -2.51582 -9.13139
H 8.90282 3.39984 0.96230
H 4.56112 -0.40656 5.59008
H 5.11371 5.70279 2.65153
H 9.23232 5.22901 12.67872
H -13.79161 -1.25701 -5.52419
H 11.10045 4.10754 11.90659
H 2.68859 1.62719 4.31536
H -6.09647 -6.28570 -6.90331
H -9.09806 -3.99608 -10.05948
H -5.07043 -6.19753 -8.33506
H 6.80530 2.15319 1.49244
H 7.88173 4.78773 0.57457
H 0.20963 -0.26056 0.75472
H -13.09052 0.45849 -6.90859
H -13.41686 -2.93069 -5.10219
H 4.55481 2.49250 5.84976
H 4.36600 1.46214 3.89400
H 3.00797 0.08691 6.21016
H 1.48863 -1.21527 4.08326
H 7.83250 3.34726 -0.44624
H -11.10200 -2.49997 -5.93211
H 9.95577 7.44762 10.80942
H -0.12774 -3.84089 -3.08807
H -4.73528 -4.48022 -6.90831
H 6.86961 5.72592 2.42857
H 1.10089 0.25562 3.21101
H -12.66757 -1.60151 -4.20589
H 9.56863 6.87889 13.21277
H 1.47353 -2.56057 2.23340
H -5.71990 -7.75739 -7.81060
H -6.04036 -2.47796 -7.78417
H -1.72009 -5.28150 -2.51368
H 9.64821 3.77144 10.94122
H -3.03149 -4.02064 -6.74136
H -7.40441 -0.40738 -7.48942
H -4.05617 -4.11117 -5.31078
H -2.21785 -0.40646 -1.43713
H 3.97346 1.84019 7.35892
H 3.50535 0.11477 2.28322
*
```


Record 2
This record from the Open Molecules 2025 dataset describes a structure of composition C37H41Cl2N5O11P3RbS at a distorted geometry. The level of theory is wB97M-V/def2-TZVPD.

Summary:
M in g mol⁻¹: 1013.12
Frontier orbital gap (alpha / beta) in eV: 3.15 / 3.09
LUMO (alpha / beta) in hartree: 0.1125 / 0.1125

ORCA input file:
```
! wB97M-V def2-TZVPD RIJCOSX def2/J DEFGRID3
* xyz -2 1
Rb -0.85710 0.13876 0.61829
Cl -5.83431 -2.11801 -0.62735
Cl -2.97094 -1.69315 -0.40455
S 3.52642 -0.98819 -8.51590
P 0.80942 2.61789 -1.06930
P 0.04066 1.17967 3.44233
P -1.70174 1.40080 -2.62507
O 0.13830 2.51019 0.26064
O 1.48422 1.19113 -1.41213
O -2.87448 2.11229 -3.49911
O -4.15528 1.35211 2.34207
O 4.93130 -1.35889 -8.71024
O -2.32907 1.05620 -1.31392
O -1.11713 0.41235 -3.61256
O 3.33622 0.30055 -7.84159
O 0.52481 -2.74178 3.94878
O 1.90065 3.61895 -1.39601
O 2.65787 -1.19071 -9.67934
N -0.62268 -2.11229 2.05979
N 2.36851 -1.76912 -6.14328
N 0.39726 2.82870 -3.84563
N 3.03643 -3.55084 -7.64408
N 0.20850 -0.95806 -1.67560
C 1.91266 -2.67887 -5.26319
C 1.54190 1.70359 5.75874
C 2.73594 -1.73363 2.23530
C -3.41444 -4.63388 2.74471
C -3.26468 1.02448 1.87662
C 1.53420 0.31221 2.85536
C -0.34195 2.31560 2.07965
C 1.55834 -1.08198 2.64581
C -1.47233 2.02438 1.29576
C -0.43566 2.80158 -2.52887
C 2.90670 -2.25163 -7.28887
C 0.04983 3.46617 5.09520
C 2.56905 -4.41467 -6.73853
C 1.99840 -4.03792 -5.53686
C 0.40272 -1.96502 2.84093
C 0.33665 -2.29013 -1.82568
C 3.90761 0.36261 2.23051
C 1.39593 3.71657 7.08775
C -1.86482 2.86525 0.25121
C 3.90698 -1.01140 2.02759
C -1.27116 -3.31371 2.62464
C 1.19679 -0.72197 -3.86421
C 0.64596 -0.20198 -2.70285
C 0.38975 3.47094 1.77073
C 2.73840 1.01309 2.63973
C -3.49455 -2.17305 3.22333
C -1.12700 4.00963 -0.03508
C -2.79201 -3.27258 2.42577
C -1.10580 4.17279 -2.39400
C -0.74150 -3.38637 4.04494
C -4.23305 -2.78651 -1.01504
C 0.87595 -2.90139 -2.95144
C 0.00245 4.31065 0.72181
C 1.32559 -2.11324 -4.02101
C 1.93810 2.45429 6.86990
C 0.44819 4.22165 6.20309
C 0.60945 2.20463 4.83345
H 1.30456 3.23360 -3.57452
H -2.74704 2.62251 -0.33537
H -3.27324 -4.90466 3.79606
H -2.98014 -3.06765 1.36287
H 1.63870 -4.79985 -4.86177
H -4.54655 -2.10290 2.92481
H 1.52604 -0.03827 -4.64544
H -2.96442 -5.42010 2.12840
H 1.69789 4.29810 7.95460
H -0.11811 3.25902 -4.60395
H 2.00126 0.94008 -0.62493
H 2.66059 2.04300 7.57001
H -3.58289 1.44192 -3.54034
H 0.54329 0.87144 -2.57312
H -0.87637 -4.16874 2.05644
H 2.79288 2.08590 2.80735
H 1.66275 -0.06134 1.09277
H -1.43226 4.66549 -0.84588
H -0.01665 -2.88341 -0.98724
H 2.73619 -2.81021 2.07833
H -0.36274 4.97225 -2.31024
H 0.00384 5.19782 6.37928
H 0.49176 1.80844 -4.01732
H -1.34357 -2.84833 4.78182
H -0.72039 3.87703 4.44581
H 4.81439 -1.51930 1.71175
H 1.96480 0.70800 5.63717
H 0.93648 -3.98238 -2.96417
H 0.58090 5.20540 0.50399
H -1.72576 4.19821 -1.49212
H -1.75032 4.39549 -3.24978
H -3.47584 -2.37344 4.29899
H -4.13207 -2.89027 -2.11499
H -0.61013 -4.41994 4.37915
H -2.06643 1.13294 1.49585
H 4.81887 0.93564 2.07722
H 2.66437 -5.46152 -7.01009
H -3.03504 -1.19596 3.04534
H -4.12247 -3.78188 -0.53797
H 1.26618 3.74657 2.35094
H -4.48976 -4.62743 2.53712
*
```


Record 3
This record from the Open Molecules 2025 dataset describes a cluster of 2 separate species, C10H19Br2F3NO in total at a distorted geometry. The level of theory is wB97M-V/def2-TZVPD.

Summary:
M in g mol⁻¹: 386.07
Frontier orbital gap in eV: 4.04
LUMO in hartree: 0.0835

ORCA input file:
```
! wB97M-V def2-TZVPD RIJCOSX def2/J DEFGRID3
* xyz -1 1
Br -0.69066 -2.94380 3.04280
Br -1.49714 0.56262 3.88055
F 5.14558 2.01761 -0.77707
F 5.60425 0.02920 0.64139
F 4.07967 1.68938 1.43327
O 2.80726 0.96272 -1.71948
N -0.46742 -0.43704 -3.14242
C -1.81965 0.17955 -2.86176
C -2.17865 0.37937 -1.27474
C 0.63493 0.63843 -3.16092
C 3.29047 0.27431 -0.48943
C -1.58352 -0.77580 -0.27517
C -1.33717 -2.17564 4.71446
C -2.35636 -1.09015 4.45929
C 4.59284 1.02115 0.17895
C 1.90587 -0.01983 -2.34208
C -1.72451 1.85477 -0.66202
H -1.98550 1.21539 -3.38733
H -2.42169 2.64676 -1.20316
H -3.36753 0.35289 -1.17345
H -1.79130 -3.01173 5.25422
H -1.84366 -0.42402 0.83531
H -0.58518 2.08843 -0.79209
H 3.54496 -0.83098 -0.78546
H 0.27636 1.67505 -2.75315
H -0.45979 -1.82673 5.26627
H -2.06333 1.82792 0.48207
H 1.03558 0.84536 -4.26553
H -3.08972 -1.35436 3.69241
H 2.42848 0.22869 0.30450
H -2.06319 -1.83654 -0.39537
H -2.62683 -0.56679 -3.31212
H 1.42761 -0.64610 -1.45155
H 2.48019 -0.80451 -3.03062
H -2.88124 -0.82876 5.38251
H -0.41999 -0.91682 -0.31309
*
```